Computed, not measured: an isolated molecule of C6H13NO2S at a distorted geometry, with wB97M-V/def2-TZVPD.

Each line ends with the Löwdin charge.
CARTESIAN COORDINATES (ANGSTROEM)
C 3.237 -0.176 1.034  -0.088
C 2.910 -0.588 -0.415  -0.312
C 0.669 0.503 -0.669  -0.455
C 0.178 1.251 0.560  -0.233
C -1.288 1.417 0.434  -0.261
C 0.006 -0.930 -0.461  -0.111
H 3.506 -1.295 1.423  0.113
H 4.001 0.694 1.069  0.092
H 2.128 0.057 1.566  0.101
H 2.540 -1.535 -0.449  0.051
H 3.816 -0.729 -1.116  0.144
H 2.551 1.099 -1.033  0.073
H 0.321 0.815 -1.634  0.146
H 0.401 0.572 1.469  0.119
H 0.754 2.253 0.523  0.156
H -1.868 1.699 1.417  0.148
H -1.774 2.084 -0.323  0.118
H 0.331 -1.278 0.646  0.130
H 0.086 -1.743 -1.250  0.126
N 1.983 0.351 -0.985  -0.062
O -1.940 -1.069 1.258  -0.377
O -2.684 -0.150 -1.082  -0.340
S -1.747 -0.266 0.017  0.725

Computed properties:
Structure (SMILES): CCN[C@@H]1CCS(=O)(=O)C1
HOMO energy in eV: -8.818
Kohn-Sham gap in Eh: 0.3503
LUMO in eV: 0.71
Multiplicity: 1
DFT total energy in eV: -22849.1524
ΔE to the lowest compared entry with this formula, charge and spin in kcal/mol: 95.5